No. 1
9
Properties=species:S:1:pos:R:3 method="wB97M-V/def2-TZVPD" orbital_gap_ev=11.2 spin_multiplicity=1 homo_ev=-10.48 relative_energy_kcal_mol=103.19 total_charge=0 lumo_energy_ev=0.692
C 1.1505 0.3788 -0.0185
C -0.1459 0.1070 0.1262
N -0.8808 1.1111 -0.2962
N -0.1757 1.9991 -0.7230
N -0.7416 -1.5415 0.8336
O 1.1612 1.5766 -0.6543
H 1.9763 -0.3020 0.0096
H -0.5341 -2.0314 0.0008
H -1.8098 -1.2978 0.7218


No. 2
17
Properties=species:S:1:pos:R:3 method="wB97M-V/def2-TZVPD" orbital_gap_ev=7.5 spin_multiplicity=1 homo_ev=-4.56 total_charge=-1 lumo_energy_ev=2.983
C -1.1041 -0.4014 -2.1619
C -0.4741 0.8726 -1.6067
S -1.2506 1.4655 -0.0786
C -0.7428 0.2487 1.1818
Ta 1.4043 -0.2145 1.6151
F 2.0642 1.1569 0.4765
F 3.0695 -0.6735 2.3808
I 1.4498 -2.4520 -0.1446
H -0.5219 -0.7942 -3.0042
H -1.1346 -1.1787 -1.3940
H -2.1286 -0.2092 -2.4963
H 0.5975 0.7378 -1.4374
H -0.5827 1.6998 -2.3173
H -1.3200 -0.6774 1.0679
H -1.1139 0.7088 2.1062
H 0.6004 -1.2494 2.8709
H 1.1877 0.9601 2.9417


No. 3
19
Properties=species:S:1:pos:R:3 method="wB97M-V/def2-TZVPD" orbital_gap_ev=10.1 spin_multiplicity=1 homo_ev=-13.58 relative_energy_kcal_mol=46.86 total_charge=+1 lumo_energy_ev=-3.437
N 0.3164 -0.7058 -0.5052
C 1.4897 0.1787 -0.2356
C 1.0482 1.5965 0.0721
N 2.2577 2.3788 0.3449
H -0.2952 -0.8071 0.3184
H -0.2423 -0.4044 -1.3064
H 0.5506 -1.6732 -0.7484
H 1.9933 -0.2411 0.6388
H 2.1686 0.1428 -1.0854
H 0.5475 1.9838 -0.8134
H 0.3527 1.6307 0.9321
H 1.9794 3.3464 0.4604
H 2.6533 2.0755 1.2282
C -2.5279 -1.0617 0.5260
C -2.3403 -2.1029 -0.2898
H -2.3538 -0.0228 0.2496
H -2.8843 -1.2363 1.5326
H -2.1091 -1.9723 -1.3414
H -2.6046 -3.1057 0.0224


No. 4
23
Properties=species:S:1:pos:R:3 method="wB97M-V/def2-TZVPD" orbital_gap_ev=9.5 spin_multiplicity=1 homo_ev=-8.92 relative_energy_kcal_mol=25.54 total_charge=0 lumo_energy_ev=0.632 smiles=CC(C)CNCO.O
C -0.0016 2.3825 -1.1059
C 0.0263 0.9335 -1.6041
C -0.0827 0.8764 -3.1370
C -1.1149 0.1134 -0.9448
N -0.7281 -1.0255 -0.1628
C 0.1096 -0.7549 0.9917
O -0.5223 0.1354 1.8802
H 0.8467 2.9408 -1.4940
H -0.0480 2.4221 -0.0235
H -0.8955 2.8542 -1.5109
H 0.9881 0.4840 -1.3378
H 0.8760 1.0200 -3.6555
H -0.7760 1.6528 -3.4944
H -0.3653 -0.1306 -3.4361
H -1.6680 0.7675 -0.2827
H -1.8177 -0.1977 -1.7168
H -0.4118 -1.8228 -0.6959
H 1.0586 -0.2696 0.7247
H 0.2574 -1.7222 1.4637
H -1.1741 -0.3625 2.4032
O 1.9525 -2.3901 3.6129
H 1.4785 -1.5434 3.5839
H 1.7005 -2.8829 2.8271


No. 5
17
Properties=species:S:1:pos:R:3 method="wB97M-V/def2-TZVPD" orbital_gap_ev=10.6 spin_multiplicity=1 homo_ev=-9.76 relative_energy_kcal_mol=101.40 total_charge=0 lumo_energy_ev=0.837
H 1.0565 -1.2378 1.9444
N 1.4307 -0.3508 1.6133
C 1.8850 -0.3734 0.4354
C 1.9252 -1.5470 -0.5056
C 2.4183 0.8325 -0.1050
C 2.8705 1.8381 -0.5788
H 1.5405 -2.4435 -0.0221
H 1.3196 -1.3259 -1.3840
H 2.9472 -1.7235 -0.8383
H 3.2629 2.7224 -0.9860
C -1.4951 0.8172 0.8674
C -2.5238 0.5981 0.2969
C -3.7717 0.3507 -0.3925
H -0.5849 0.9821 1.3651
H -4.4893 1.1365 -0.1579
H -4.1854 -0.6090 -0.0828
H -3.6062 0.3336 -1.4698


No. 6
6
Properties=species:S:1:pos:R:3 method="wB97M-V/def2-TZVPD" orbital_gap_ev="8.8 / 5.6" spin_multiplicity=1 homo_ev="-4.79 / -2.68" relative_energy_kcal_mol=81.43 total_charge=-1 lumo_energy_ev="4.046 / 2.901"
N 0.2371 1.4492 0.3501
O 0.3493 -1.0098 1.0340
O 1.4050 -0.2374 -1.0800
S 0.3782 -0.0451 -0.0708
H -0.3090 1.5129 1.1995
H -2.0606 -1.6698 -1.4328


No. 7
19
Properties=species:S:1:pos:R:3 method="wB97M-V/def2-TZVPD" orbital_gap_ev="7.2 / 7.2" spin_multiplicity=1 homo_ev="-6.44 / -6.64" relative_energy_kcal_mol=89.27 total_charge=0 lumo_energy_ev="0.784 / 0.590" smiles="CC(C)=C/C(O)=C/N"
C -1.4577 1.2121 1.0739
C -0.8062 0.7791 -0.2112
C -1.7361 0.2775 -1.2792
C 0.5246 0.9268 -0.5195
C 1.4322 -0.0103 0.0454
O 2.7867 0.0659 -0.2302
C 0.8923 -1.1597 0.5399
N 1.5390 -2.3798 0.5791
H -2.1968 1.9985 0.8683
H -1.9987 0.3825 1.5375
H -0.7433 1.6112 1.7991
H -1.4531 0.5855 -2.2943
H -2.7696 0.6196 -1.1852
H -1.7755 -0.8171 -1.2953
H 0.8385 1.4656 -1.4114
H 2.9410 0.8232 -0.8119
H 0.0017 -1.1797 1.1621
H 2.4639 -2.3472 0.1608
H 1.5171 -2.8535 1.4722


No. 8
90
Properties=species:S:1:pos:R:3 method="wB97M-V/def2-TZVPD" orbital_gap_ev=5.0 spin_multiplicity=1 homo_ev=-4.42 total_charge=-1 lumo_energy_ev=0.609
C -5.6757 0.5887 9.3951
O -4.2992 0.2220 9.1838
C -3.6611 1.0399 8.1641
P -3.4478 0.1466 6.4748
O -2.6977 1.6692 5.9869
C -2.6722 1.7684 4.5438
C -3.6630 0.6466 3.8624
S -2.6757 0.1311 2.3589
O -2.1109 1.3414 1.6388
O -1.4738 -0.6350 2.8762
C -3.5754 -1.0462 1.2275
F -3.9385 -2.1641 2.0310
F -2.7189 -1.5813 0.2317
C -4.9407 -0.4984 0.5994
F -6.0700 -0.7287 1.4047
F -5.1659 -1.2640 -0.5833
C -4.9219 1.0239 0.1269
F -5.0483 1.9428 1.1882
F -6.0991 1.2104 -0.6446
F -3.8692 1.3414 -0.7339
O -3.5928 -0.4390 4.8069
H -6.1011 1.2933 8.6141
H -5.8355 1.0182 10.4470
H -6.2895 -0.3837 9.3326
H -2.6126 1.2949 8.5723
H -4.1786 2.0596 8.0267
H -2.1978 -0.5031 6.7665
H -4.0273 -1.0811 7.0209
H -4.8153 0.5925 6.2478
H -3.2557 2.7310 4.3639
H -1.6084 1.7294 4.1358
H -4.7345 0.9930 3.7201
O 0.9709 -4.8447 -1.6444
P 0.7484 -3.7087 -2.6578
N -0.9353 -4.0460 -2.8490
C -1.7458 -3.8078 -4.0338
C -1.7425 -3.7188 -1.6712
N 1.6612 -4.5298 -3.8835
C 1.0409 -5.4964 -4.7744
C 2.9400 -5.0758 -3.4184
N 0.5654 -2.3199 -3.7594
C 1.5441 -2.0451 -4.8191
C 0.4644 -1.0847 -2.9485
H -1.9994 -2.7493 -4.1663
H -2.6858 -4.3661 -3.9640
H -1.2751 -4.1530 -4.9505
H -1.9739 -2.6487 -1.6331
H -1.2262 -3.9801 -0.7453
H -2.6854 -4.2736 -1.6703
H 0.4355 -6.2309 -4.2295
H 1.7910 -6.0451 -5.3534
H 0.4294 -4.9994 -5.5272
H 2.8148 -6.0384 -2.9107
H 3.4255 -4.3865 -2.7215
H 3.6286 -5.2157 -4.2573
H 2.5669 -2.0011 -4.4339
H 1.3250 -1.0879 -5.3059
H 1.4900 -2.7843 -5.6181
H 1.4164 -0.8570 -2.4563
H -0.2944 -1.1899 -2.1682
H 0.1692 -0.2295 -3.5620
O 4.9651 4.5198 0.1794
P 3.9759 3.6593 -0.6262
N 4.8440 2.1895 -0.3508
C 4.8953 1.0294 -1.2277
C 4.7847 1.7118 1.0328
N 4.4752 4.3681 -2.1290
C 5.6028 3.8423 -2.8804
C 4.5720 5.8308 -2.1027
N 2.7377 2.7296 -1.5075
C 2.1786 3.2076 -2.7783
C 1.5856 2.4959 -0.6054
H 3.9777 0.4299 -1.1892
H 5.7276 0.3776 -0.9400
H 5.0794 1.2869 -2.2672
H 3.8476 1.1775 1.2327
H 4.8551 2.5370 1.7444
H 5.6172 1.0368 1.2526
H 6.4859 3.6906 -2.2477
H 5.8878 4.5146 -3.6964
H 5.3408 2.9092 -3.3787
H 5.5162 6.1718 -1.6640
H 3.7530 6.2632 -1.5207
H 4.4937 6.2415 -3.1138
H 1.8006 4.2310 -2.7030
H 1.3513 2.5648 -3.1001
H 2.9083 3.1500 -3.5860
H 1.0546 3.4297 -0.3949
H 1.9135 2.0792 0.3507
H 0.8830 1.7790 -1.0371


No. 9
110
Properties=species:S:1:pos:R:3 method="wB97M-V/def2-TZVPD" s2=6.040 orbital_gap_ev="7.7 / 6.2" spin_multiplicity=5 homo_ev="-10.57 / -11.29" relative_energy_kcal_mol=14.59 total_charge=+1 lumo_energy_ev="-2.916 / -5.128"
Co -0.0509 -0.0876 0.0043
F -4.3622 -0.3485 2.8060
Ge -2.8142 -0.2041 1.8897
C -1.7562 -1.3956 3.1176
C -2.5017 -2.2683 3.8956
C -1.8798 -3.1575 4.7530
C -0.4986 -3.1718 4.8445
C 0.2515 -2.2814 4.0996
C -0.3692 -1.3958 3.2240
P 0.5958 -0.1267 2.3420
C 0.7679 1.0350 3.7572
C -0.0389 2.1586 3.8689
C 0.1034 3.0304 4.9353
C 1.0514 2.7781 5.9107
C 1.8290 1.6325 5.8307
C 1.6871 0.7608 4.7678
C 2.2994 -0.7535 2.2307
C 3.3438 0.1711 2.2553
C 4.6445 -0.2484 2.0539
C 4.9180 -1.5830 1.7933
C 3.8800 -2.5003 1.7357
C 2.5760 -2.0887 1.9498
C -3.5782 -0.8077 0.1351
C -4.9050 -0.4601 -0.0752
C -5.5150 -0.6952 -1.2955
C -4.7752 -1.2232 -2.3409
C -3.4564 -1.5919 -2.1417
C -2.8681 -1.4399 -0.8877
P -1.1900 -2.0381 -0.5358
C -1.4496 -3.3881 0.6720
C -0.3085 -4.1451 0.9279
C -0.3757 -5.2623 1.7335
C -1.5919 -5.6425 2.2780
C -2.7302 -4.9032 2.0111
C -2.6677 -3.7746 1.2116
C -0.7937 -3.1651 -1.9176
C -1.7521 -4.0980 -2.3146
C -1.4668 -4.9981 -3.3225
C -0.2169 -4.9922 -3.9257
C 0.7546 -4.1014 -3.5008
C 0.4689 -3.1935 -2.4950
C -2.7265 1.8068 1.9604
C -3.4736 2.4024 2.9700
C -3.5691 3.7784 3.0710
C -2.9326 4.5868 2.1420
C -2.1770 4.0104 1.1399
C -2.0479 2.6248 1.0596
P -0.9781 2.0010 -0.2802
C 0.5148 3.0431 -0.2289
C 1.3014 3.0993 -1.3827
C 2.4809 3.8181 -1.3898
C 2.9103 4.4630 -0.2398
C 2.1452 4.3906 0.9135
C 0.9537 3.6875 0.9231
C -1.9357 2.6640 -1.6858
C -3.1385 2.0223 -1.9685
C -3.9908 2.5235 -2.9321
C -3.6428 3.6682 -3.6306
C -2.4454 4.3079 -3.3561
C -1.5925 3.8182 -2.3826
H -3.5778 -2.2449 3.8287
H -2.4744 -3.8376 5.3436
H -0.0009 -3.8652 5.5055
H 1.3268 -2.2730 4.1992
H -0.7881 2.3529 3.1217
H -0.5299 3.9042 4.9929
H 1.1818 3.4653 6.7324
H 2.5544 1.4140 6.5998
H 2.3016 -0.1259 4.7243
H 3.1301 1.2157 2.4436
H 5.4497 0.4702 2.0907
H 5.9351 -1.9045 1.6245
H 4.0837 -3.5403 1.5223
H 1.7690 -2.8071 1.9216
H -5.4604 -0.0064 0.7313
H -6.5540 -0.4395 -1.4334
H -5.2222 -1.3598 -3.3127
H -2.8822 -1.9939 -2.9641
H 0.6262 -3.8598 0.4617
H 0.5110 -5.8453 1.9251
H -1.6520 -6.5200 2.9010
H -3.6793 -5.2087 2.4211
H -3.5676 -3.2109 1.0090
H -2.7187 -4.1198 -1.8301
H -2.2198 -5.7063 -3.6370
H 0.0007 -5.6898 -4.7191
H 1.7373 -4.1009 -3.9501
H 1.2341 -2.5091 -2.1538
H -3.9805 1.7717 3.6830
H -4.1454 4.2164 3.8709
H -3.0183 5.6614 2.1962
H -1.6709 4.6279 0.4092
H 0.9744 2.5874 -2.2787
H 3.0698 3.8745 -2.2920
H 3.8387 5.0130 -0.2409
H 2.4718 4.8845 1.8157
H 0.3619 3.6581 1.8252
H -3.4038 1.1338 -1.4179
H -4.9270 2.0251 -3.1301
H -4.3042 4.0631 -4.3854
H -2.1755 5.2028 -3.8956
H -0.6726 4.3414 -2.1664
S -0.3586 0.0136 -2.7413
C 1.2625 -0.1067 -3.2538
C 1.4695 -0.2226 -4.6436
N 1.5790 -0.3206 -5.7804
C 2.3445 -0.0863 -2.3814
S 2.1993 0.0144 -0.6859
C 3.6562 -0.1736 -2.8921
N 4.7267 -0.2630 -3.2921


No. 10
15
Properties=species:S:1:pos:R:3 method="wB97M-V/def2-TZVPD" orbital_gap_ev=9.3 spin_multiplicity=1 homo_ev=-8.80 total_charge=0 lumo_energy_ev=0.504 smiles=CSB(C)SC
C 1.4608 1.6578 0.2483
S 1.2696 0.1663 1.1534
B -0.3767 -0.5120 0.7220
C -0.9531 -1.4444 1.8526
S -1.4261 -0.0395 -0.7029
C -0.4828 -0.1370 -2.1851
H 0.5639 1.8564 -0.3432
H 1.6658 2.5127 0.8674
H 2.3070 1.4901 -0.4152
H -1.9618 -1.1934 2.1894
H -0.2647 -1.5016 2.6917
H -1.0142 -2.4467 1.4370
H -0.8136 0.5959 -2.8913
H -0.5195 -1.1363 -2.6720
H 0.5453 0.1318 -1.9522


No. 11
57
Properties=species:S:1:pos:R:3 method="wB97M-V/def2-TZVPD" orbital_gap_ev=9.4 spin_multiplicity=1 homo_ev=-9.16 relative_energy_kcal_mol=0.00 total_charge=0 lumo_energy_ev=0.274 smiles="Cc1onc(-c2ccccc2)c1C(=O)OCC(=O)Nc1cc(S(=O)(=O)N2CCOCC2)ccc1Cl"
C -0.9741 -6.7969 -0.1709
C -1.4243 -5.4542 -0.5919
O -2.7078 -5.2513 -0.8795
N -2.9032 -3.9540 -1.2345
C -1.7502 -3.3473 -1.1863
C -1.6155 -1.9237 -1.5101
C -2.1960 -0.9634 -0.6888
C -2.0922 0.3795 -1.0065
C -1.4244 0.7657 -2.1571
C -0.8399 -0.1873 -2.9747
C -0.9259 -1.5292 -2.6506
C -0.7339 -4.2710 -0.7734
C 0.6662 -4.0214 -0.4490
O 1.3924 -4.7925 0.1277
O 1.0487 -2.7921 -0.8455
C 2.2970 -2.3048 -0.3660
C 2.0034 -0.8707 0.0799
O 1.8576 -0.5601 1.2373
N 1.8728 -0.0268 -0.9777
C 1.4189 1.2879 -0.9413
C 0.6489 1.7728 0.1097
C 0.1913 3.0717 0.0904
S -0.9193 3.5827 1.4082
O -0.7378 4.9880 1.6319
O -2.2283 3.1030 1.0712
N -0.3492 2.6692 2.6651
C 0.8048 3.1662 3.3768
C 1.5183 1.9643 4.0086
O 0.6404 1.2422 4.8410
C -0.4636 0.7545 4.1131
C -1.2562 1.9124 3.4979
C 0.4804 3.9251 -0.9562
C 1.2388 3.4562 -2.0179
C 1.6946 2.1487 -2.0102
Cl 2.6056 1.5571 -3.3560
H 0.0185 -6.7216 0.2634
H -1.6740 -7.2137 0.5500
H -0.9399 -7.4647 -1.0313
H -2.7300 -1.2760 0.1957
H -2.5290 1.1294 -0.3636
H -1.3631 1.8129 -2.4136
H -0.3207 0.1151 -3.8729
H -0.4773 -2.2759 -3.2892
H 2.6301 -2.9142 0.4805
H 3.0405 -2.3467 -1.1686
H 2.1025 -0.3709 -1.9022
H 0.3999 1.1338 0.9380
H 1.4502 3.6762 2.6616
H 0.5041 3.8771 4.1588
H 2.3405 2.2940 4.6452
H 1.9013 1.3081 3.2137
H -1.0779 0.1998 4.8236
H -0.1140 0.0805 3.3175
H -2.0686 1.5578 2.8652
H -1.6674 2.5408 4.3008
H 0.1097 4.9367 -0.9322
H 1.4702 4.0982 -2.8535